Arrangement a

ORCA calculation (ωB97M-V/def2-TZVPD) on C2H3NS2 in the gas phase.

Geometry (Å):
C1 0.12 0.62 0.63
C2 -0.40 -0.71 0.16
N1 0.73 1.40 -0.15
S1 0.04 -0.92 -1.60
S2 0.99 0.98 -1.69
H1 -0.05 0.92 1.65
H2 0.05 -1.53 0.74
H3 -1.49 -0.77 0.27

Properties
Multiplicity = 1
Net charge = 0
Orbital gap = 8.6 eV
LUMO energy = 0.63 eV



Arrangement b

ORCA calculation (ωB97M-V/def2-TZVPD) on 2 unconnected molecules or ions with the total composition C2H3NS2.

Geometry (Å):
C1 -0.20 0.75 1.25
C2 -0.96 0.33 -1.07
N1 0.02 -0.46 -1.27
S1 1.05 -0.02 1.82
S2 -2.26 1.22 -1.53
H1 -0.86 1.24 2.02
H2 0.62 -0.76 -0.51
H3 0.20 -1.01 -2.11

Properties
Multiplicity = 1
Net charge = 0
Orbital gap (alpha / beta) = 7.1 / 6.9 eV
LUMO energy (alpha / beta) = -0.40 / -0.41 eV



Arrangement c

ORCA calculation (ωB97M-V/def2-TZVPD) on C2H3NS2 in the gas phase.

Geometry (Å):
C1 1.03 -0.59 -0.04
C2 -1.12 0.38 0.05
H1 0.25 -1.47 -0.24
H2 0.65 1.37 -0.21
H3 -1.52 1.46 0.37
N1 0.19 0.50 -0.04
S1 2.59 -0.69 0.07
S2 -2.07 -0.97 0.04

Properties
Multiplicity = 1
Net charge = 0
Orbital gap = 7.8 eV
LUMO energy = -0.87 eV



The computed energies, referenced to the most stable structure and given in kcal/mol, are arrangement a 0.0; arrangement b 70.8; arrangement c 13.5.



Arrangement a

ORCA calculation (ωB97M-V/def2-TZVPD) on C18H29N3O4S in the gas phase.

Geometry (Å):
C1 -6.29 -0.57 -0.60
H1 -6.34 -0.08 0.38
C2 -5.25 -1.68 -0.58
H2 -5.53 -2.43 0.17
C3 -3.86 -1.14 -0.25
N1 -2.89 -2.20 -0.20
C4 -1.81 -2.16 0.60
O1 -1.68 -1.31 1.47
C5 -0.84 -3.32 0.41
H3 -1.27 -4.18 0.93
C6 0.55 -3.03 0.97
H4 0.48 -2.69 2.01
H5 1.15 -3.94 0.96
C7 1.30 -1.97 0.17
N2 0.83 -0.61 0.44
S1 0.25 0.15 -0.92
O2 -0.88 -0.54 -1.50
O3 1.39 0.33 -1.79
C8 -0.26 1.73 -0.28
C9 0.40 2.88 -0.68
C10 0.01 4.10 -0.18
C11 -1.05 4.19 0.73
C12 -1.70 3.02 1.12
C13 -1.31 1.79 0.62
H6 -1.80 0.88 0.92
H7 -2.51 3.08 1.82
C14 -1.46 5.52 1.27
H8 -0.68 5.92 1.92
H9 -1.60 6.24 0.46
H10 -2.38 5.45 1.84
H11 0.52 5.00 -0.49
H12 1.21 2.79 -1.39
H13 0.11 -0.62 1.16
C15 2.82 -1.98 0.45
O4 3.34 -2.72 1.26
N3 3.46 -1.09 -0.32
H14 2.90 -0.51 -0.93
C16 4.84 -0.72 -0.13
C17 4.97 0.74 0.32
C18 4.57 1.71 -0.78
H15 4.65 2.74 -0.42
H16 5.22 1.60 -1.64
H17 3.54 1.54 -1.10
H18 6.01 0.92 0.61
H19 4.34 0.89 1.20
H20 5.24 -1.40 0.63
H21 5.39 -0.87 -1.06
H22 1.17 -2.16 -0.91
H23 -0.77 -3.55 -0.65
H24 -2.86 -2.82 -1.00
H25 -3.56 -0.40 -1.00
H26 -3.86 -0.66 0.73
H27 -5.23 -2.17 -1.55
H28 -7.27 -0.96 -0.84
H29 -6.02 0.18 -1.34

Properties
Multiplicity = 1
Net charge = 0
Orbital gap = 9.8 eV
LUMO energy = 0.67 eV



Arrangement b

ORCA calculation (ωB97M-V/def2-TZVPD) on C18H29N3O4S in the gas phase.

Geometry (Å):
C1 -4.89 0.24 -2.42
N1 -4.87 -0.24 -1.06
S1 -5.16 0.95 0.12
O1 -6.12 0.47 1.04
O2 -5.37 2.20 -0.54
N2 -3.74 1.11 0.95
C2 -2.62 1.72 0.28
C3 -1.75 0.68 -0.43
N3 -1.31 -0.32 0.54
C4 -2.47 -1.00 1.10
C5 -3.35 0.02 1.82
H1 -4.27 -0.44 2.18
H2 -2.81 0.45 2.67
H3 -2.13 -1.75 1.81
H4 -3.05 -1.50 0.31
C6 -0.33 -1.25 -0.01
H5 0.32 -0.69 -0.69
C7 0.53 -1.81 1.13
O3 0.93 -0.77 1.99
H6 0.24 -0.09 1.93
C8 1.76 -2.56 0.58
O4 2.30 -2.04 -0.62
C9 3.22 -1.03 -0.59
C10 3.59 -0.31 0.55
C11 4.56 0.66 0.42
C12 5.15 0.95 -0.80
C13 4.77 0.25 -1.93
C14 3.81 -0.74 -1.82
H7 3.50 -1.31 -2.68
H8 5.22 0.46 -2.89
C15 6.16 2.05 -0.66
H9 7.07 1.87 -1.22
H10 5.73 2.99 -1.03
C16 6.39 2.12 0.86
H11 6.62 3.13 1.20
H12 7.24 1.47 1.12
C17 5.11 1.56 1.49
H13 5.30 1.03 2.43
H14 4.40 2.36 1.70
H15 3.13 -0.50 1.50
H16 1.45 -3.58 0.31
H17 2.52 -2.61 1.37
H18 -0.05 -2.55 1.71
H19 -0.79 -2.07 -0.58
H20 -0.86 1.18 -0.84
H21 -2.31 0.22 -1.25
H22 -3.03 2.44 -0.43
H23 -2.03 2.25 1.03
C18 -5.62 -1.46 -0.87
H24 -6.64 -1.38 -1.26
H25 -5.68 -1.67 0.19
H26 -5.11 -2.28 -1.39
H27 -4.32 -0.45 -3.05
H28 -5.90 0.32 -2.82
H29 -4.43 1.22 -2.45

Properties
Multiplicity = 1
Net charge = 0
Orbital gap = 8.7 eV
LUMO energy = 0.64 eV



The computed energies, referenced to the most stable structure and given in kcal/mol, are arrangement a 0.0; arrangement b 54.1.



Arrangement a

ORCA calculation (ωB97M-V/def2-TZVPD) on a molecular structure, C24H66AsF6N6O6.

Geometry (Å):
As1 -14.44 -5.28 23.53
F1 -15.82 -6.28 24.08
F2 -13.40 -6.30 24.72
F3 -12.99 -4.38 23.00
F4 -15.44 -4.27 22.44
F5 -14.62 -4.11 24.88
F6 -14.12 -6.59 22.26
C1 -11.24 -0.61 21.67
C2 -11.65 -1.76 20.65
C3 -13.12 -2.01 20.52
O1 -13.27 -3.33 19.83
C4 -13.54 -4.46 20.65
N1 -11.34 -1.26 19.28
H1 -11.54 -0.84 22.70
H2 -11.82 0.20 21.24
H3 -10.18 -0.40 21.57
H4 -11.08 -2.66 20.84
H5 -13.60 -1.13 20.11
H6 -13.59 -2.03 21.50
H7 -12.84 -4.58 21.47
H8 -13.35 -5.29 19.98
H9 -14.58 -4.56 20.98
H10 -11.69 -2.08 18.82
H11 -12.09 -0.66 18.98
C5 -18.26 -5.41 30.35
C6 -16.99 -5.13 29.69
C7 -17.34 -4.99 28.20
O2 -16.18 -4.63 27.41
C8 -16.38 -4.43 26.03
N2 -16.51 -3.84 30.22
H12 -18.52 -6.46 30.22
H13 -18.96 -4.59 30.18
H14 -18.04 -5.39 31.42
H15 -16.24 -5.90 29.87
H16 -18.11 -4.27 27.94
H17 -17.69 -5.97 27.89
H18 -17.22 -3.74 26.04
H19 -16.75 -5.26 25.41
H20 -15.59 -3.89 25.51
H21 -16.33 -3.80 31.21
H22 -15.61 -3.72 29.77
C9 -17.11 -8.35 27.32
C10 -16.28 -7.55 26.37
C11 -14.75 -7.89 26.48
O3 -14.17 -7.39 27.70
C12 -13.83 -6.01 27.61
N3 -16.73 -7.71 25.04
H23 -16.77 -9.39 27.37
H24 -18.17 -8.17 27.19
H25 -17.02 -7.90 28.30
H26 -16.38 -6.52 26.69
H27 -14.09 -7.68 25.63
H28 -14.61 -8.97 26.52
H29 -13.63 -5.55 26.64
H30 -12.99 -5.65 28.20
H31 -14.66 -5.40 27.98
H32 -16.28 -7.01 24.47
H33 -17.68 -7.36 25.14
C13 -14.35 -1.07 25.28
C14 -14.01 -1.70 23.86
C15 -12.57 -2.34 23.85
O4 -11.52 -1.39 24.06
C16 -10.35 -2.14 24.29
N4 -15.11 -2.56 23.56
H34 -13.72 -0.22 25.53
H35 -14.29 -1.75 26.13
H36 -15.37 -0.67 25.31
H37 -13.93 -1.01 23.02
H38 -12.32 -2.75 22.87
H39 -12.54 -3.05 24.68
H40 -10.42 -2.66 25.25
H41 -9.72 -1.25 24.39
H42 -10.12 -2.87 23.52
H43 -14.79 -3.28 22.93
H44 -15.44 -3.15 24.31
C17 -13.54 -10.07 24.25
C18 -13.57 -9.60 22.77
C19 -13.91 -10.72 21.75
O5 -13.66 -10.32 20.43
C20 -12.28 -10.26 20.08
N5 -14.51 -8.51 22.71
H45 -12.72 -10.76 24.43
H46 -14.50 -10.57 24.34
H47 -13.52 -9.21 24.92
H48 -12.55 -9.25 22.59
H49 -14.95 -11.01 21.94
H50 -13.42 -11.67 21.96
H51 -12.30 -10.09 19.00
H52 -11.70 -11.14 20.35
H53 -11.81 -9.32 20.37
H54 -14.34 -8.16 21.77
H55 -14.05 -7.86 23.33
C21 -17.73 -5.98 22.19
C22 -17.21 -7.09 21.34
C23 -16.21 -6.80 20.31
O6 -15.29 -7.88 20.07
C24 -14.38 -7.70 18.95
N6 -16.65 -7.96 22.32
H56 -18.47 -5.39 21.65
H57 -16.96 -5.24 22.40
H58 -18.22 -6.41 23.07
H59 -18.05 -7.59 20.85
H60 -15.61 -5.96 20.65
H61 -16.73 -6.60 19.37
H62 -13.91 -8.65 18.70
H63 -13.55 -7.04 19.22
H64 -14.93 -7.28 18.11
H65 -15.69 -8.04 22.02
H66 -16.49 -7.29 23.05

Properties
Multiplicity = 1
Net charge = -1
Orbital gap = 6.6 eV
LUMO energy = 1.27 eV



Arrangement b

ORCA calculation (ωB97M-V/def2-TZVPD) on a molecular structure, C24H66AsF6N6O6.

Geometry (Å):
As1 0.05 0.63 0.17
F1 0.14 1.58 1.62
F2 0.90 -0.64 1.08
F3 0.03 -0.35 -1.29
F4 -0.70 1.93 -0.74
F5 1.67 1.09 -0.32
F6 -1.50 0.06 0.75
C1 -2.61 -2.90 -0.54
C2 -3.64 -2.18 0.28
C3 -5.07 -2.69 0.26
O1 -5.93 -2.16 1.26
C4 -6.17 -0.77 1.12
N1 -3.19 -2.27 1.67
H1 -2.58 -3.98 -0.36
H2 -1.62 -2.44 -0.41
H3 -2.71 -2.72 -1.61
H4 -3.61 -1.14 -0.09
H5 -5.02 -3.76 0.46
H6 -5.59 -2.55 -0.70
H7 -7.22 -0.49 1.27
H8 -5.88 -0.39 0.14
H9 -5.66 -0.26 1.94
H10 -3.83 -1.73 2.24
H11 -2.30 -1.81 1.82
C5 6.39 0.11 6.34
C6 5.02 0.57 5.84
C7 4.94 0.49 4.30
O2 3.73 0.96 3.80
C8 3.68 0.96 2.37
N2 4.05 -0.29 6.54
H12 6.46 -0.97 6.49
H13 6.57 0.53 7.33
H14 7.24 0.42 5.73
H15 4.86 1.60 6.16
H16 5.04 -0.59 4.09
H17 5.80 1.06 3.94
H18 3.53 0.00 1.89
H19 4.63 1.32 1.96
H20 2.86 1.65 2.21
H21 3.13 0.06 6.26
H22 4.00 -1.21 6.10
C9 5.18 -3.42 1.31
C10 4.00 -2.85 0.57
C11 3.61 -3.79 -0.58
O3 2.55 -3.38 -1.44
C12 1.27 -3.38 -0.85
N3 2.91 -2.61 1.53
H23 4.93 -4.20 2.04
H24 5.73 -2.68 1.90
H25 5.89 -3.91 0.63
H26 4.46 -1.97 0.09
H27 3.40 -4.81 -0.21
H28 4.46 -3.77 -1.26
H29 1.01 -2.44 -0.36
H30 1.13 -4.16 -0.09
H31 0.51 -3.67 -1.58
H32 2.17 -2.25 0.94
H33 3.13 -1.86 2.17
C13 -1.93 -2.85 -4.58
C14 -0.92 -2.11 -5.43
C15 -1.27 -0.63 -5.49
O4 -2.54 -0.37 -6.04
C16 -2.87 1.00 -6.12
N4 0.40 -2.20 -4.80
H34 -2.93 -2.88 -5.02
H35 -2.03 -2.47 -3.57
H36 -1.65 -3.90 -4.55
H37 -0.93 -2.51 -6.45
H38 -0.58 -0.10 -6.18
H39 -1.02 -0.14 -4.54
H40 -2.03 1.64 -6.40
H41 -3.26 1.28 -5.13
H42 -3.71 1.09 -6.82
H43 0.47 -1.76 -3.89
H44 1.05 -1.67 -5.37
C17 -2.72 1.24 3.94
C18 -3.05 2.53 3.16
C19 -4.26 3.19 3.80
O5 -4.60 4.42 3.20
C20 -5.51 4.26 2.13
N5 -1.91 3.43 3.40
H45 -2.79 1.52 5.00
H46 -1.70 0.90 3.84
H47 -3.52 0.52 3.76
H48 -3.16 2.41 2.08
H49 -4.03 3.37 4.85
H50 -5.13 2.51 3.89
H51 -6.47 3.87 2.46
H52 -5.04 3.59 1.41
H53 -5.71 5.18 1.59
H54 -1.10 2.98 2.96
H55 -1.93 4.26 2.80
C21 3.03 1.28 -3.74
C22 2.40 2.66 -3.51
C23 0.90 2.65 -3.88
O6 0.49 4.02 -3.80
C24 -0.92 4.12 -3.97
N6 2.56 3.09 -2.11
H56 4.00 1.36 -4.23
H57 2.40 0.57 -4.29
H58 3.25 0.83 -2.77
H59 2.87 3.42 -4.13
H60 0.33 1.99 -3.21
H61 0.66 2.34 -4.91
H62 -1.13 3.76 -4.99
H63 -1.23 5.14 -3.80
H64 -1.47 3.50 -3.26
H65 1.79 3.75 -1.98
H66 2.23 2.36 -1.47

Properties
Multiplicity = 1
Net charge = -1
Orbital gap = 9.1 eV
LUMO energy = 2.41 eV



The computed energies, referenced to the most stable structure and given in kcal/mol, are arrangement a 528.1; arrangement b 0.0.